1.
Computed, not measured: a cluster of 2 separate species, C2H11N7 in total, with ωB97M-V/def2-TZVPD.

Structure (ORCA input):
```
! RIJCOSX wB97M-V def2-TZVPD def2/J DEFGRID3
* xyz 0 1
N 0.06 -1.94 0.47
N 0.29 -0.61 0.84
C 1.41 -0.11 0.26
N 2.04 -0.74 -0.74
N 2.09 0.92 0.84
H -0.68 -1.90 -0.24
H -0.34 -2.42 1.28
H 1.66 -1.66 -0.90
H 3.04 -0.61 -0.83
H 1.49 1.42 1.48
H 2.46 1.56 0.16
N -0.39 1.36 -1.04
C -1.13 0.59 -0.22
N -1.75 1.27 0.84
N -1.97 -0.39 -0.76
H -0.27 0.89 -1.93
H -1.63 0.80 1.72
H -1.43 2.23 0.86
H -2.89 -0.40 -0.33
H -2.07 -0.29 -1.77
*
```

Frontier orbital gap in eV: 8.492
E_HOMO in hartree: -0.2745
SMILES: NN=C(N)N.N=C(N)N
DFT total energy in a.u.: -466.0435
Energy above the lowest of the compared OMol25 structures with the same formula, charge and spin in kJ/mol: 98.9
E_LUMO in Ha: 0.0376


2.
Computed, not measured: the ion C2H11N9 with charge +2, with ωB97M-V/def2-TZVPD.

Structure (ORCA input):
```
! RIJCOSX wB97M-V def2-TZVPD def2/J DEFGRID3
* xyz 2 1
N 3.72 -0.04 0.08
C 2.49 0.47 -0.02
N 2.12 1.75 0.03
N 1.43 -0.40 -0.04
N 1.84 -1.70 -0.11
N 0.08 -0.18 0.10
N -0.40 0.96 -0.01
N -1.74 1.12 0.05
C -2.68 0.13 0.06
N -3.95 0.55 -0.07
N -2.48 -1.22 0.07
H 3.91 -1.02 0.29
H 4.52 0.49 0.37
H 2.77 2.48 -0.21
H 1.20 2.03 -0.27
H 1.34 -2.33 -0.72
H 1.92 -2.14 0.84
H -1.84 2.07 0.34
H -4.60 -0.15 -0.39
H -4.22 1.46 -0.34
H -3.26 -1.83 0.17
H -1.60 -1.58 0.44
*
```

Frontier orbital gap in eV: 9.556
E_HOMO in hartree: -0.6375
SMILES: NC(=[NH2+])N(N)/N=N/[NH+]=C(N)N
DFT total energy in a.u.: -574.9580
Energy above the lowest of the compared OMol25 structures with the same formula, charge and spin in kJ/mol: 0.0
E_LUMO in Ha: -0.2863